[1]
{"formula": "C10H32N4O14S", "method": "ωB97M-V/def2-TZVPD", "multiplicity": 2, "molar_mass_g_mol": 464.45, "orbital_gap_ev": [2.48, 5.90], "total_charge": -1, "lumo_energy_ha": [0.064, 0.065], "total_energy_ha": -2070.2466, "elements": ["C", "O", "H", "H", "H", "H", "C", "O", "H", "H", "H", "H", "C", "O", "H", "H", "H", "H", "O", "S", "O", "O", "C", "C", "C", "H", "H", "H", "H", "H", "H", "H", "H", "C", "N", "O", "O", "H", "H", "H", "C", "N", "O", "O", "H", "H", "H", "C", "N", "O", "O", "H", "H", "H", "C", "N", "O", "O", "H", "H", "H"], "coordinates": [[30.9987, -9.2695, -4.0823], [32.3615, -9.5445, -4.3188], [30.8328, -8.3109, -3.5908], [30.2642, -9.4550, -4.8660], [30.4698, -9.9032, -3.3704], [32.5869, -9.0857, -5.1314], [30.1096, -4.4913, -3.5798], [29.5662, -4.5318, -4.9677], [29.2242, -4.2628, -2.9865], [30.5505, -5.3891, -3.1465], [30.8569, -3.7285, -3.3611], [29.0611, -3.7408, -5.1699], [27.6205, -7.1754, -4.7469], [28.0134, -6.4102, -3.6505], [28.4614, -7.2932, -5.4303], [27.1554, -8.1494, -4.5948], [26.7537, -6.6182, -5.1022], [28.5952, -5.7000, -3.9310], [33.0065, -2.6581, -3.1469], [32.4706, -1.2857, -3.2095], [31.0702, -1.0271, -2.8389], [33.4668, -0.2931, -2.2891], [33.0637, 1.0155, -1.7960], [33.7459, 1.4303, -0.5557], [32.9246, -0.4621, -4.8196], [32.0154, 1.1708, -1.5408], [33.2150, 1.7618, -2.5759], [33.5882, 0.6650, 0.2044], [33.5340, 2.4555, -0.2520], [34.7864, 1.4980, -0.8733], [32.7498, 0.6035, -4.6710], [32.3113, -1.0404, -5.5106], [33.9928, -0.6069, -4.9813], [24.9281, -2.9737, -4.5409], [26.3737, -2.7279, -4.8408], [26.7193, -2.5631, -6.0271], [27.0947, -2.7798, -3.8636], [24.7061, -2.2714, -3.7373], [24.9018, -3.9897, -4.1469], [24.3716, -2.8228, -5.4659], [32.3135, -4.1047, -0.5581], [31.1800, -4.8319, 0.0813], [30.8792, -4.6573, 1.2761], [30.6628, -5.6053, -0.8029], [33.1194, -4.1836, 0.1716], [32.1712, -3.0277, -0.6472], [32.6750, -4.5397, -1.4899], [27.3510, -4.6018, -0.2184], [27.9803, -3.3821, 0.4634], [27.5474, -3.0812, 1.5668], [28.9217, -2.8881, -0.1570], [26.5926, -4.2601, -0.9227], [26.9470, -5.3276, 0.4874], [28.0316, -5.2159, -0.8081], [33.4064, -5.7841, -3.9690], [34.5912, -6.5527, -4.5084], [34.4557, -6.8860, -5.7369], [35.6072, -6.7613, -3.8510], [32.9339, -6.3851, -3.1920], [32.8114, -5.4271, -4.8096], [33.8956, -4.9721, -3.4310]], "atomic_forces_ev_per_a": [[-1.539, 0.138, 1.110], [-0.560, -0.369, -0.099], [0.122, 0.490, -0.536], [0.608, 0.596, -1.093], [1.186, -0.802, 0.668], [0.215, 0.072, -0.045], [-1.042, 1.351, 0.220], [1.604, -0.933, 0.507], [0.389, 0.090, 0.594], [-0.389, -0.568, -0.860], [-0.193, 0.251, -0.630], [0.052, 0.275, 0.509], [-0.643, 1.017, -0.582], [-0.194, -1.164, 1.814], [-0.341, 0.070, -0.491], [0.604, -0.274, 1.117], [0.041, 0.027, -1.445], [-0.106, -0.187, -0.588], [-0.717, 3.282, -0.379], [0.013, 0.425, 1.071], [2.669, -0.354, -1.007], [-0.779, -0.743, 0.300], [-2.112, 0.745, -0.967], [2.136, -0.494, -0.267], [-0.329, -1.315, 1.478], [-0.540, -1.232, -0.576], [0.412, -0.102, -0.338], [0.175, 0.387, 0.256], [-0.680, -0.247, 0.066], [0.546, -0.328, 0.788], [-0.532, -0.237, -0.328], [0.044, 0.679, -0.428], [-0.156, -0.302, 0.082], [0.503, 0.271, -0.172], [0.280, -0.357, -0.882], [-0.317, -0.157, 2.057], [0.171, 0.283, -0.958], [-0.301, -0.095, -0.206], [-0.199, 0.072, -0.172], [-0.054, -0.091, 0.348], [0.329, -0.072, 2.132], [2.875, 1.577, -3.670], [-0.754, -0.044, 1.923], [-1.975, -1.719, -0.392], [0.493, 0.007, 0.129], [-0.528, 0.116, -0.233], [-0.613, -0.043, 0.188], [-0.184, -0.509, -0.254], [1.167, -1.674, -1.061], [0.371, 0.372, -0.880], [-1.700, 0.122, 1.239], [-0.115, 0.296, 0.310], [-0.196, 0.733, 0.432], [0.891, 0.766, 0.138], [1.541, 0.162, 0.782], [0.243, -0.772, -2.878], [0.621, 0.470, 3.050], [-1.875, 0.371, -0.783], [-0.322, -0.158, -0.360], [-0.005, -0.402, 0.349], [-0.312, 0.233, -0.101]], "lowdin_charge": [-0.184, -0.103, 0.074, 0.069, 0.074, 0.064, -0.104, -0.147, 0.068, 0.062, 0.050, 0.046, -0.179, -0.136, 0.079, 0.069, 0.063, -0.006, -0.312, 0.700, -0.291, -0.273, -0.312, -0.084, -0.090, 0.117, 0.109, 0.097, 0.087, 0.077, 0.056, 0.065, 0.066, 0.049, -0.421, 0.043, 0.077, 0.099, 0.102, 0.094, -0.046, -0.562, -0.165, -0.216, 0.063, 0.056, 0.036, 0.033, -0.402, 0.032, 0.051, 0.076, 0.086, 0.068, 0.043, -0.390, -0.016, 0.059, 0.103, 0.100, 0.075]}

***

[2]
{"formula": "C10H34N9NiO8", "method": "ωB97M-V/def2-TZVPD", "multiplicity": 3, "molar_mass_g_mol": 467.13, "orbital_gap_ev": [7.31, 6.68], "total_charge": 1, "lumo_energy_ha": [-0.154, -0.177], "total_energy_ha": -3004.1992, "elements": ["Ni", "O", "H", "C", "O", "N", "N", "H", "H", "H", "H", "C", "O", "N", "N", "H", "H", "H", "H", "C", "O", "N", "N", "H", "H", "H", "H", "C", "O", "N", "N", "H", "H", "H", "H", "O", "H", "H", "C", "O", "C", "C", "N", "C", "C", "O", "C", "H", "H", "H", "H", "H", "H", "H", "H", "H", "H", "H", "H", "H", "H", "H"], "coordinates": [[5.5664, -10.2495, -12.9444], [5.6594, -11.7078, -14.3063], [5.0318, -12.4379, -14.4721], [7.1494, -15.1260, -13.8677], [6.5683, -15.4281, -12.8555], [6.8608, -14.0635, -14.6072], [8.0571, -15.9245, -14.2661], [7.2745, -13.9980, -15.5263], [6.1644, -13.3863, -14.3308], [8.4252, -16.6257, -13.6393], [8.6113, -15.5469, -15.0214], [5.8051, -10.2234, -17.5157], [5.7296, -9.2298, -16.8261], [5.7009, -10.3117, -18.8420], [5.5875, -11.4204, -17.0056], [5.5188, -11.2808, -19.0606], [5.9894, -9.6235, -19.5227], [5.6805, -11.5130, -16.0041], [5.6222, -12.2229, -17.6178], [3.4818, -11.9865, -11.1649], [4.1885, -11.2360, -11.8537], [3.6946, -13.3057, -10.9900], [2.4587, -11.5891, -10.4957], [4.4965, -13.7820, -11.3776], [2.9638, -13.9276, -10.6749], [1.9851, -12.2869, -9.9399], [2.1027, -10.6610, -10.6743], [3.1936, -8.7986, -14.7259], [4.1267, -9.2100, -14.0789], [2.0048, -8.6069, -14.2274], [3.1768, -8.6298, -16.0011], [1.7784, -8.5701, -13.2438], [1.3036, -8.4352, -14.9338], [2.2559, -8.4480, -16.3738], [4.0217, -8.8311, -16.5165], [8.4017, -11.3047, -14.8275], [7.5958, -11.7515, -15.0868], [8.8561, -11.1318, -15.6520], [2.9002, -14.0279, -14.5117], [1.9284, -14.0454, -15.6485], [1.6293, -12.6838, -16.0747], [0.8514, -11.7688, -15.1149], [-0.5210, -12.1733, -15.1725], [-1.1679, -11.3751, -14.1278], [-2.7665, -11.5055, -14.2472], [-3.4421, -11.0907, -13.0425], [-3.9496, -9.7206, -13.0447], [3.1157, -15.0566, -14.2231], [2.3978, -13.6485, -13.6218], [3.8159, -13.4531, -14.6501], [1.2789, -12.6574, -17.1065], [2.5696, -12.1476, -16.2029], [0.9472, -10.7563, -15.5072], [1.1941, -11.8867, -14.0869], [-0.4730, -13.1222, -14.8300], [-0.9688, -10.3049, -14.1823], [-0.9404, -11.8802, -13.1890], [-3.1114, -12.5241, -14.4249], [-3.0673, -11.0148, -15.1729], [-3.0660, -9.0944, -13.1676], [-4.3883, -9.5190, -12.0675], [-4.7271, -9.5676, -13.7931]], "atomic_forces_ev_per_a": [[-2.409, -2.035, -2.517], [0.195, 0.866, 0.865], [-0.392, 1.481, 0.819], [-2.567, 0.500, 1.996], [-2.186, 0.563, 2.702], [-0.039, 0.921, -1.770], [4.369, -2.075, -3.146], [-0.192, 0.244, 0.207], [0.953, -0.484, 0.235], [-0.152, 0.253, -0.246], [0.599, -0.828, 0.173], [-2.025, 0.434, -0.225], [1.149, 1.820, 0.568], [0.426, 0.020, -1.940], [0.370, -2.542, 1.051], [0.271, 0.753, -1.430], [-0.145, -0.208, 0.290], [-0.199, -0.083, 0.394], [0.143, -0.077, 0.643], [1.909, -2.018, -0.652], [0.866, 0.918, -0.256], [0.989, -1.010, -0.646], [-2.663, 1.717, 1.214], [0.145, 0.210, -0.172], [0.135, 0.289, 0.028], [-0.348, 0.748, 0.045], [-0.199, -0.293, 0.401], [-0.534, -0.729, 0.329], [3.774, -0.751, 2.724], [-3.312, 0.709, 1.837], [0.255, 0.387, -2.922], [0.151, -0.088, -0.408], [-0.430, 0.213, 1.085], [0.905, 0.105, -0.880], [0.282, 0.047, -0.563], [0.255, 0.191, 0.166], [-0.402, -0.095, 0.220], [0.256, 0.208, -0.148], [-2.120, -0.636, -0.422], [1.155, 1.405, 1.292], [2.005, 0.527, 0.398], [0.250, -1.732, -1.811], [-0.522, 1.274, 0.477], [-3.522, -1.712, -0.026], [0.733, 0.079, 0.462], [-0.268, 0.736, -0.788], [0.968, -1.264, 0.194], [0.222, -0.049, -0.637], [-0.045, 0.441, 0.003], [-0.319, -0.184, -0.646], [-0.835, -0.580, 0.321], [0.744, -0.136, 0.112], [0.171, 0.068, 0.300], [0.683, 0.510, 0.167], [-0.629, -0.409, -0.175], [0.561, -0.191, 0.100], [0.257, 0.858, 0.655], [0.546, -0.313, 0.259], [-0.264, 0.680, 0.189], [-0.324, 0.561, -0.256], [0.123, -0.225, 0.000], [0.231, 0.014, -0.239]], "lowdin_charge": [1.058, -0.356, -0.029, -0.795, 0.023, 0.171, 0.178, 0.110, 0.031, 0.136, 0.115, -0.714, 0.022, 0.172, 0.163, 0.100, 0.125, 0.030, 0.112, -0.660, -0.037, 0.201, 0.209, 0.117, 0.124, 0.136, 0.138, -0.729, 0.003, 0.186, 0.224, 0.131, 0.111, 0.128, 0.080, -0.058, -0.043, 0.040, -0.045, -0.164, -0.193, -0.254, -0.062, -0.190, -0.192, -0.215, -0.076, 0.098, 0.061, 0.048, 0.129, 0.090, 0.101, 0.101, 0.116, 0.106, 0.112, 0.115, 0.112, 0.074, 0.084, 0.086]}

***

Q: Which of these has the lowest multiplicity?
A: C10H32N4O14S